1.
C29H33BN10OSc as an isolated structure, computed with the ωB97M-V functional and the def2-TZVPD basis.

Results
ΔE to the lowest compared entry with this formula, charge and spin, kcal/mol: 1.55
LUMO, Ha: -0.085
Gap between HOMO and LUMO, eV: 7.9187

Geometry as ORCA input:
```
! wB97M-V def2-TZVPD RIJCOSX def2/J DEFGRID3
* xyz 1 1
Sc 0.135 0.502 -0.694
B -2.592 -0.259 -1.517
N -2.638 1.281 -1.608
C -3.580 2.180 -1.910
C -3.014 3.443 -1.841
C -1.686 3.216 -1.484
N -1.472 1.908 -1.347
N -1.733 -0.771 -2.707
C -2.035 -1.477 -3.797
C -0.894 -1.575 -4.584
C 0.074 -0.873 -3.870
N -0.439 -0.397 -2.735
H -3.676 -0.765 -1.502
H -1.944 -0.509 -0.498
H -4.584 1.866 -2.144
H -3.496 4.388 -2.022
H -0.884 3.917 -1.313
H -3.034 -1.850 -3.948
H -0.799 -2.039 -5.550
H 1.102 -0.687 -4.138
C -1.347 0.523 2.327
N -0.424 1.161 1.378
C 0.088 2.304 1.691
C 0.986 2.937 0.789
C 1.692 4.131 0.871
C 2.430 4.236 -0.315
C 2.144 3.095 -1.057
N 1.271 2.297 -0.404
C -2.424 1.453 2.833
C -2.617 1.650 4.194
C -3.613 2.506 4.649
C -4.418 3.177 3.742
C -4.226 2.990 2.378
C -3.236 2.132 1.927
H -0.778 0.121 3.170
H -1.802 -0.326 1.814
H -0.161 2.798 2.630
H 1.665 4.832 1.691
H 3.093 5.035 -0.602
H 2.526 2.831 -2.033
H -1.986 1.131 4.906
H -3.754 2.651 5.712
H -5.191 3.847 4.094
H -4.850 3.513 1.666
H -3.086 1.995 0.862
N 2.178 -0.310 -1.496
C 3.260 -0.643 -0.576
C 4.188 -1.613 -0.936
C 5.201 -1.968 -0.059
C 5.292 -1.349 1.181
C 4.366 -0.378 1.535
C 3.346 -0.025 0.661
H 2.542 0.257 -2.260
H 1.842 -1.180 -1.911
H 4.115 -2.089 -1.908
H 5.923 -2.720 -0.347
H 6.087 -1.616 1.864
H 4.438 0.117 2.494
H 2.640 0.745 0.941
C 0.837 -2.971 2.423
N 0.696 -3.469 1.053
C 0.801 -4.786 0.748
C 0.688 -5.229 -0.521
C 0.464 -4.240 -1.523
N 0.392 -2.948 -1.223
C 0.478 -2.553 0.048
O 0.375 -1.346 0.380
N 0.328 -4.567 -2.812
H 1.007 -3.815 3.085
H -0.068 -2.447 2.721
H 1.677 -2.281 2.477
H 0.974 -5.452 1.582
H 0.760 -6.279 -0.755
H 0.313 -5.525 -3.111
H 0.071 -3.838 -3.461
*
```

=====

2.
C29H33CrN2O9P2STe as an isolated structure, computed with the ωB97M-V functional and the def2-TZVPD basis.

Results
ΔE to the lowest compared entry with this formula, charge and spin, kcal/mol: 0.00
LUMO (alpha / beta), Ha: 0.147 / 0.147
Gap between HOMO and LUMO (alpha / beta), eV: 6.1165 / 6.2606

Geometry as ORCA input:
```
! wB97M-V def2-TZVPD RIJCOSX def2/J DEFGRID3
* xyz -2 4
Cr -0.343 0.202 1.503
O -5.341 2.267 4.323
C -4.349 1.859 3.776
C -4.239 0.594 2.940
O -5.147 -0.173 2.682
C -2.849 0.550 2.517
C -2.124 1.654 2.985
O -0.891 1.801 2.673
C -2.986 2.538 3.773
O -2.723 3.600 4.295
O -2.264 -0.322 1.763
C -2.858 1.513 -0.650
P -1.033 1.609 -0.427
C -0.594 0.717 -1.983
N -0.817 1.296 -3.122
C -0.515 0.603 -4.261
C -0.660 1.227 -5.516
C -0.361 0.540 -6.662
C 0.084 -0.796 -6.595
C 0.218 -1.421 -5.383
C -0.081 -0.727 -4.193
N 0.019 -1.373 -2.992
C -0.183 -0.689 -1.911
P -0.220 -1.544 -0.256
C -1.924 -2.207 -0.507
C 0.798 -3.146 -0.160
C 2.050 -3.008 0.715
C -0.091 -4.202 0.521
C 1.216 -3.660 -1.538
C -0.688 3.475 -0.463
C -0.207 3.961 -1.831
C 0.345 3.852 0.611
C -1.985 4.216 -0.100
H -3.160 1.970 -1.594
H -3.370 1.997 0.178
H -3.158 0.469 -0.639
H -0.999 2.256 -5.531
H -0.462 1.022 -7.627
H 0.321 -1.328 -7.509
H 0.556 -2.447 -5.297
H -1.930 -2.944 -1.313
H -2.577 -1.387 -0.787
H -2.319 -2.630 0.413
H 1.786 -2.725 1.730
H 2.751 -2.282 0.319
H 2.527 -3.995 0.752
H -0.461 -3.849 1.486
H 0.532 -5.081 0.712
H -0.932 -4.518 -0.097
H 1.895 -2.960 -2.023
H 0.367 -3.827 -2.200
H 1.736 -4.615 -1.391
H 0.713 3.456 -2.120
H -0.009 5.036 -1.747
H -0.956 3.805 -2.608
H 1.323 3.443 0.382
H 0.036 3.516 1.598
H 0.411 4.947 0.625
H -2.776 4.080 -0.838
H -1.750 5.283 -0.058
H -2.357 3.929 0.886
O 2.184 -0.616 -0.735
S 2.300 0.728 -0.136
O 3.664 1.112 0.145
O 1.536 0.706 1.209
O 1.599 1.688 -1.016
Te 0.069 -1.418 3.628
C 2.168 -1.504 3.867
C 2.986 -0.404 3.603
C 4.361 -0.491 3.766
C 4.946 -1.668 4.217
C 4.143 -2.764 4.492
C 2.767 -2.683 4.312
H 2.546 0.508 3.227
H 4.979 0.363 3.517
H 6.022 -1.732 4.337
H 4.587 -3.694 4.833
H 2.149 -3.553 4.505
*
```

=====

3.
C29H33GaN5O4Si as an isolated structure, computed with the ωB97M-V functional and the def2-TZVPD basis.

Results
ΔE to the lowest compared entry with this formula, charge and spin, kcal/mol: 0.00
LUMO, Ha: -0.121
Gap between HOMO and LUMO, eV: 6.8609

Geometry as ORCA input:
```
! wB97M-V def2-TZVPD RIJCOSX def2/J DEFGRID3
* xyz 1 1
Ga 0.882 0.905 0.361
C 3.145 0.155 2.064
N 3.049 0.724 0.719
C 3.659 2.039 0.586
C 2.917 2.840 -0.459
C 3.499 3.904 -1.120
C 2.744 4.624 -2.032
C 1.428 4.257 -2.263
C 0.911 3.184 -1.569
N 1.643 2.491 -0.684
C 3.439 -0.213 -0.352
C 2.376 -1.269 -0.509
C 2.610 -2.457 -1.109
C 1.455 -3.172 -1.627
C 0.244 -2.901 -1.129
C 0.211 -2.033 0.103
N 1.111 -0.881 -0.136
C 2.122 0.804 2.969
C 2.286 0.909 4.336
C 1.272 1.482 5.089
C 0.126 1.942 4.457
C 0.025 1.812 3.087
N 1.010 1.252 2.368
H 4.150 0.256 2.483
H 2.924 -0.913 1.986
H 4.721 1.980 0.329
H 3.584 2.564 1.542
H 4.531 4.160 -0.921
H 3.181 5.461 -2.560
H 0.807 4.786 -2.970
H -0.106 2.852 -1.719
H 4.418 -0.662 -0.165
H 3.514 0.372 -1.274
H 3.617 -2.744 -1.378
H 1.590 -3.840 -2.468
H -0.668 -3.292 -1.559
H 0.706 -2.607 0.908
H 3.193 0.546 4.800
H 1.378 1.572 6.162
H -0.680 2.398 5.012
H -0.837 2.145 2.523
O -2.679 2.754 0.292
C -1.969 1.942 -0.250
O -0.849 1.527 0.304
C -2.335 1.358 -1.591
C -1.480 0.523 -2.309
C -1.864 0.015 -3.539
C -3.111 0.353 -4.026
C -3.985 1.174 -3.337
C -3.585 1.681 -2.113
N -3.530 -0.193 -5.338
O -4.633 0.107 -5.738
O -2.744 -0.915 -5.915
H -0.523 0.223 -1.906
H -1.221 -0.641 -4.108
H -4.951 1.402 -3.761
H -4.234 2.332 -1.543
C -3.704 -2.208 2.094
Si -2.268 -3.037 1.231
C -1.271 -4.058 2.441
C -2.908 -4.118 -0.153
C -1.171 -1.633 0.579
H -4.386 -2.947 2.518
H -4.279 -1.593 1.397
H -3.365 -1.563 2.908
H -1.885 -4.846 2.882
H -0.884 -3.445 3.259
H -0.423 -4.541 1.949
H -3.708 -4.763 0.218
H -2.132 -4.764 -0.565
H -3.322 -3.520 -0.969
H -1.714 -1.106 -0.209
H -1.077 -0.929 1.417
*
```

=====

4.
A 4-piece molecular cluster, C29H33N2O7Si overall at a distorted geometry, computed with the ωB97M-V functional and the def2-TZVPD basis.

Results
LUMO, Ha: -0.180
Gap between HOMO and LUMO, eV: 6.6881

Geometry as ORCA input:
```
! wB97M-V def2-TZVPD RIJCOSX def2/J DEFGRID3
* xyz 1 1
C -1.097 1.689 3.324
C -0.444 1.932 2.218
C 0.206 1.961 0.737
C -0.030 0.558 -0.017
N -1.428 0.176 -0.418
C 1.144 0.579 -1.119
N 2.074 1.463 -0.684
C 1.793 2.206 0.611
C 2.762 1.928 1.873
C 2.799 0.334 2.110
O 3.480 -0.076 3.335
Si 2.709 -1.621 3.748
C 3.822 -2.661 4.921
C 1.074 -1.172 4.697
C 2.387 -2.721 2.191
H -1.839 1.388 4.162
H -0.401 2.744 0.142
H 0.281 -0.357 0.639
H -1.314 -0.494 -1.204
H -1.765 -0.420 0.373
H 1.218 -0.054 -2.093
H 2.946 1.605 -1.246
H 1.891 3.310 0.299
H 3.813 2.396 1.683
H 2.346 2.463 2.816
H 1.690 -0.010 2.227
H 3.324 -0.198 1.216
H 4.011 -2.052 5.880
H 3.262 -3.660 5.107
H 4.830 -2.862 4.380
H 0.313 -0.635 3.993
H 0.527 -2.093 5.109
H 1.341 -0.406 5.515
H 1.805 -2.161 1.348
H 3.376 -3.084 1.714
H 1.746 -3.659 2.426
C 7.361 -0.671 5.100
C 8.562 -0.854 4.549
C 9.772 -1.019 5.382
O 10.868 -1.185 4.879
C 9.599 -0.975 6.849
C 8.398 -0.791 7.401
C 7.189 -0.626 6.567
O 6.090 -0.460 7.071
H 6.465 -0.547 4.505
H 8.705 -0.890 3.476
H 10.495 -1.098 7.444
H 8.254 -0.755 8.474
C -2.857 0.543 -5.913
C -2.223 -0.304 -5.100
C -2.903 -0.898 -3.930
O -2.323 -1.671 -3.185
C -4.312 -0.519 -3.696
C -4.946 0.328 -4.509
C -4.267 0.922 -5.679
O -4.845 1.693 -6.423
H -2.374 0.988 -6.774
H -1.191 -0.592 -5.258
H -4.795 -0.964 -2.835
H -5.978 0.616 -4.351
C -8.722 1.647 -8.280
C -8.088 0.800 -7.467
C -8.768 0.206 -6.297
O -8.188 -0.566 -5.552
C -10.177 0.585 -6.063
C -10.811 1.432 -6.876
C -10.131 2.026 -8.046
O -10.710 2.797 -8.789
H -8.239 2.092 -9.141
H -7.056 0.512 -7.624
H -10.660 0.141 -5.202
H -11.843 1.721 -6.718
*
```

=====

5.
A 5-piece molecular cluster, C29H33NO3 overall at a distorted geometry, computed with the ωB97M-V functional and the def2-TZVPD basis.

Results
LUMO, Ha: 0.013
Gap between HOMO and LUMO, eV: 9.5461

Geometry as ORCA input:
```
! wB97M-V def2-TZVPD RIJCOSX def2/J DEFGRID3
* xyz 0 1
O -2.899 0.238 -8.946
C -2.148 0.807 -8.304
C -2.354 2.065 -7.477
C -2.013 1.442 -6.097
C -0.785 0.515 -6.501
C 0.554 1.028 -5.975
O 1.203 0.048 -5.189
O 1.092 0.398 -3.838
N -0.777 0.394 -7.976
H -1.615 2.804 -7.697
H -3.381 2.374 -7.586
H -2.816 0.765 -5.864
H -1.827 2.263 -5.433
H -1.024 -0.476 -6.176
H 0.411 1.947 -5.432
H 1.193 1.222 -6.830
H 1.563 1.237 -3.764
H -0.227 1.163 -8.349
C 2.881 0.182 -0.366
C 1.551 0.088 -0.753
C 0.571 0.761 -0.035
C 0.922 1.531 1.066
C 2.250 1.621 1.455
C 3.230 0.947 0.738
H 3.645 -0.343 -0.925
H 1.279 -0.506 -1.614
H -0.466 0.685 -0.336
H 0.158 2.060 1.622
H 2.524 2.221 2.313
H 4.267 1.018 1.042
C 2.127 -1.342 3.332
C 2.813 -2.236 4.143
C 2.191 -2.791 5.253
C 0.877 -2.459 5.548
C 0.188 -1.568 4.737
C 0.813 -1.007 3.632
H 2.615 -0.909 2.472
H 3.837 -2.500 3.909
H 2.730 -3.484 5.888
H 0.389 -2.895 6.411
H -0.838 -1.311 4.966
H 0.278 -0.310 3.003
C 1.871 -7.070 9.770
C 2.578 -7.296 8.598
C 2.188 -6.673 7.421
C 1.094 -5.819 7.418
C 0.388 -5.592 8.591
C 0.774 -6.220 9.767
H 2.174 -7.558 10.688
H 3.435 -7.957 8.602
H 2.736 -6.853 6.505
H 0.792 -5.331 6.500
H -0.465 -4.924 8.589
H 0.221 -6.046 10.681
C -3.167 5.139 -2.447
C -2.443 4.987 -3.621
C -2.842 5.650 -4.776
C -3.960 6.470 -4.751
C -4.682 6.625 -3.577
C -4.288 5.957 -2.426
H -2.858 4.621 -1.549
H -1.567 4.350 -3.635
H -2.281 5.527 -5.694
H -4.270 6.989 -5.649
H -5.554 7.266 -3.558
H -4.855 6.074 -1.511
*
```

=====

6.
C29H34AsN3Si2V as an isolated structure at a distorted geometry, computed with the ωB97M-V functional and the def2-TZVPD basis.

Results
LUMO (alpha / beta), Ha: -0.021 / -0.022
Gap between HOMO and LUMO (alpha / beta), eV: 5.4646 / 5.7180

Geometry as ORCA input:
```
! wB97M-V def2-TZVPD RIJCOSX def2/J DEFGRID3
* xyz 0 4
V -0.487 0.641 0.201
C 3.922 0.609 1.007
C 3.972 0.352 2.368
C 2.796 0.173 3.068
C 1.566 0.245 2.408
N 1.536 0.471 1.079
C 2.680 0.655 0.411
C 0.251 0.132 3.064
C 0.147 -0.077 4.449
C -1.096 -0.158 5.052
C -2.245 -0.013 4.283
C -2.138 0.225 2.917
C -0.900 0.307 2.258
H 4.821 0.760 0.426
H 4.925 0.293 2.878
H 2.840 -0.025 4.129
H 2.574 0.842 -0.650
H 1.030 -0.195 5.066
H -1.170 -0.336 6.118
H -3.221 -0.079 4.752
H -3.052 0.343 2.344
C 0.482 4.839 0.897
C 0.316 3.446 1.045
N -0.423 2.741 0.234
C -1.087 3.379 -0.734
C -0.953 4.736 -0.999
C -0.124 5.472 -0.125
C -1.647 5.310 -2.105
C -2.444 4.562 -2.887
C -2.636 3.169 -2.626
C -3.490 2.339 -3.379
C -3.616 1.029 -3.028
C -2.887 0.518 -1.939
N -2.086 1.282 -1.228
C -1.977 2.577 -1.557
H 1.106 5.379 1.595
H 0.809 2.897 1.835
H 0.015 6.535 -0.278
H -1.517 6.367 -2.300
H -2.963 5.006 -3.727
H -4.032 2.749 -4.222
H -4.265 0.368 -3.587
H -2.927 -0.528 -1.655
C -0.175 -5.191 0.014
Si 0.148 -3.494 0.751
C -0.766 -3.416 2.384
C 1.994 -3.426 1.112
As -0.687 -1.841 -0.654
Si 0.640 -1.926 -2.545
C 2.504 -2.077 -2.292
C 0.344 -0.320 -3.509
C 0.196 -3.336 -3.712
H 0.186 -5.977 0.688
H 0.337 -5.307 -0.942
H -1.242 -5.348 -0.150
H -0.468 -4.260 3.016
H -1.845 -3.476 2.229
H -0.547 -2.488 2.924
H 2.275 -4.134 1.899
H 2.283 -2.426 1.442
H 2.574 -3.673 0.220
H 2.861 -1.431 -1.480
H 3.054 -1.823 -3.206
H 2.763 -3.107 -2.039
H 0.553 0.565 -2.903
H -0.691 -0.259 -3.858
H 0.991 -0.282 -4.392
H 0.563 -4.288 -3.326
H 0.638 -3.181 -4.704
H -0.887 -3.415 -3.827
*
```